{
  "formula": "C28H44N6PbSi4Te4",
  "method": "the ωB97M-V functional and the def2-TZVPD basis",
  "symbols": ["Pb", "Te", "Te", "Te", "Te", "C", "C", "N", "C", "C", "N", "C", "N", "N", "N", "C", "C", "C", "C", "C", "C", "H", "H", "H", "H", "H", "H", "H", "H", "H", "H", "H", "C", "C", "C", "C", "C", "C", "C", "C", "N", "H", "H", "H", "H", "H", "H", "C", "Si", "C", "C", "Si", "Si", "C", "C", "C", "Si", "C", "C", "C", "H", "H", "H", "H", "H", "H", "H", "H", "H", "H", "H", "H", "H", "H", "H", "H", "H", "H", "H", "H", "H", "H", "H", "H", "H", "H", "H"],
  "xyz": [[1.363492, 2.612303, -1.594479], [4.212397, 2.645767, -1.809954], [4.828234, 4.961002, -0.512013], [3.040015, 6.500984, -1.770533], [0.811944, 5.300461, -0.790804], [-1.185345, 2.081802, 1.243817], [0.211705, 1.636568, 1.540210], [1.284534, 1.871652, 0.814545], [2.361613, 1.261884, 1.454176], [1.923358, 0.668760, 2.589921], [0.552170, 0.900389, 2.630162], [-0.367133, 0.471324, 3.665876], [-0.753735, 1.536786, 4.562532], [-2.092412, 1.716717, 4.760974], [-2.257049, 2.618637, 5.654829], [-1.001838, 3.048585, 6.075268], [-0.662596, 4.011924, 7.028337], [0.675502, 4.237062, 7.249345], [1.664449, 3.524293, 6.534792], [1.342049, 2.575512, 5.590391], [-0.027864, 2.352048, 5.382275], [-1.166646, 2.813241, 0.432875], [-1.649175, 2.551302, 2.116278], [-1.819519, 1.239997, 0.938276], [3.363739, 1.319120, 1.047862], [2.430466, 0.071717, 3.338331], [0.085329, -0.358096, 4.195115], [-1.293958, 0.135609, 3.220184], [-1.435832, 4.555089, 7.564569], [0.983265, 4.977343, 7.976987], [2.710141, 3.734858, 6.731713], [2.111792, 2.056984, 5.034508], [-1.704172, 1.704414, -2.994712], [-1.440129, 0.407036, -2.928509], [-1.424494, -0.491341, -4.106935], [-1.157605, -1.794839, -3.949047], [-0.891385, -2.381006, -2.565359], [-1.759561, -1.648103, -1.477551], [-1.053060, -0.256203, -1.636422], [-0.825968, -3.844262, -2.516568], [-0.761674, -4.996000, -2.466624], [-1.726755, 2.309537, -2.090953], [-1.895966, 2.219246, -3.938913], [-1.602449, -0.072477, -5.094880], [-1.073964, -2.453326, -4.811335], [-1.498690, -2.059766, -0.493925], [-1.143865, 0.416607, -0.785459], [-4.091331, -3.508360, -1.097474], [-3.657936, -1.748754, -1.493401], [-4.546873, -1.243781, -3.037110], [-4.168217, -0.624235, -0.100536], [0.578364, -1.257455, -1.886474], [1.283769, -2.009245, 0.225572], [1.636571, -3.835306, 0.181202], [0.004857, -1.648302, 1.537582], [2.866116, -1.120223, 0.688079], [2.216640, -1.002480, -3.548769], [1.788535, 0.120980, -4.955976], [3.815920, -0.418453, -2.790707], [2.449338, -2.752205, -4.139365], [-5.180520, -3.649764, -1.100994], [-3.713261, -3.793471, -0.105440], [-3.655183, -4.200969, -1.829099], [-5.627578, -1.332519, -2.856948], [-4.287963, -1.890709, -3.883270], [-4.325751, -0.206187, -3.312615], [-5.252574, -0.673161, 0.073567], [-3.912287, 0.421852, -0.328347], [-3.663327, -0.910423, 0.833867], [0.811505, -4.409005, -0.258189], [1.819537, -4.211464, 1.196591], [2.534483, -4.033049, -0.421733], [-0.773331, -2.422941, 1.557575], [-0.488161, -0.675117, 1.382336], [0.501764, -1.636034, 2.517018], [3.720842, -1.579272, 0.174709], [3.045170, -1.197902, 1.770622], [2.846566, -0.054687, 0.421900], [1.573252, 1.140020, -4.603590], [0.916940, -0.239166, -5.512063], [2.647824, 0.168799, -5.637655], [3.745282, 0.610867, -2.405787], [4.611796, -0.438170, -3.548778], [4.123793, -1.065768, -1.959962], [1.527767, -3.181674, -4.558287], [2.768294, -3.402808, -3.311022], [3.226030, -2.780579, -4.916205]],
  "atomic_forces_ev_per_a": [[-0.20, -0.25, -0.03], [0.58, 1.19, 0.52], [-0.05, 0.02, 0.00], [-0.06, -0.03, 0.00], [0.05, 0.15, 0.06], [0.11, 0.01, 0.08], [0.05, -0.06, 0.27], [0.62, -0.20, 0.05], [-0.74, 1.97, 0.80], [-0.53, 0.63, 0.40], [0.13, 0.66, 0.43], [0.19, 0.55, -0.01], [-0.11, -0.49, -0.35], [0.46, 0.59, 0.47], [0.35, -0.18, -0.18], [-0.66, 0.15, 0.16], [-0.07, 0.17, 0.17], [-0.03, -0.02, -0.03], [-0.01, -0.03, -0.02], [-0.04, 0.02, 0.00], [0.15, -0.19, -0.21], [0.01, -0.09, 0.06], [0.08, -0.05, -0.09], [0.05, 0.13, 0.11], [-0.26, 0.55, 0.32], [-0.21, 0.23, -0.12], [0.14, -0.07, 0.20], [-0.16, -0.15, -0.07], [0.13, -0.09, -0.09], [0.00, -0.04, -0.03], [-0.10, -0.01, -0.02], [-0.06, -0.01, 0.00], [-0.21, 0.74, -0.30], [0.08, -0.76, 0.00], [0.00, 0.03, 0.35], [-0.03, -0.19, 0.37], [0.06, -0.24, -0.15], [0.06, 0.09, -0.55], [-0.04, -0.15, -0.09], [-0.14, 0.42, -0.12], [0.01, 0.42, 0.01], [-0.02, -0.03, -0.16], [-0.02, -0.20, 0.25], [0.01, -0.04, 0.17], [-0.04, 0.04, 0.15], [0.05, 0.00, -0.10], [-0.01, -0.04, -0.13], [-0.07, -0.41, 0.14], [0.22, -0.02, 0.10], [-0.08, 0.14, -0.41], [-0.13, 0.29, 0.31], [-0.28, -0.14, -0.05], [0.36, 0.01, -0.27], [0.05, -0.39, -0.08], [-0.64, -0.12, 0.09], [0.74, -0.76, -0.70], [0.05, 0.05, 0.34], [-0.20, 0.35, -0.33], [0.22, -0.21, -0.01], [-0.02, -0.48, -0.11], [0.20, -0.01, 0.02], [-0.09, 0.00, -0.20], [-0.10, 0.09, 0.14], [0.19, 0.03, -0.05], [-0.07, 0.13, 0.11], [-0.06, -0.17, 0.00], [0.24, 0.04, 0.00], [-0.08, -0.21, 0.07], [-0.12, 0.09, -0.13], [0.14, 0.06, 0.12], [0.00, 0.02, -0.16], [-0.19, 0.01, 0.14], [0.16, 0.10, 0.02], [0.15, -0.66, -0.07], [-0.18, -0.16, -0.25], [-0.15, -0.13, 0.01], [0.10, -0.05, -0.50], [0.22, -1.83, -0.52], [0.05, -0.20, -0.13], [0.19, 0.09, 0.05], [-0.13, 0.05, 0.07], [-0.12, -1.15, -0.33], [-0.11, 0.06, 0.15], [-0.01, 0.18, -0.13], [0.23, 0.09, 0.07], [-0.05, 0.11, -0.22], [-0.14, -0.05, 0.13]],
  "max_force_ev_per_a": 2.2,
  "energy_ev": -104623.5363,
  "multiplicity": 1,
  "homo_lumo_gap_ha": 0.250,
  "relative_energy_kcal_mol": 30.6
}

=====

{
  "formula": "C28H45BBrClF4IKNSb",
  "method": "the ωB97M-V functional and the def2-TZVPD basis",
  "symbols": ["K", "F", "B", "F", "F", "F", "Cl", "C", "H", "H", "C", "C", "C", "C", "Sb", "C", "C", "C", "C", "C", "C", "C", "C", "H", "H", "H", "H", "H", "H", "H", "H", "H", "H", "H", "H", "H", "H", "H", "H", "H", "H", "H", "H", "H", "H", "H", "H", "H", "H", "H", "C", "N", "C", "C", "C", "C", "C", "C", "C", "C", "H", "H", "H", "H", "H", "H", "H", "H", "H", "H", "H", "H", "Br", "C", "C", "C", "C", "C", "C", "I", "H", "H", "H", "H"],
  "xyz": [[-1.384698, -1.160261, 0.549347], [-2.189102, 1.177630, 1.362330], [-2.482557, 1.363936, 2.747841], [-2.672200, 0.096286, 3.327396], [-1.408026, 2.014846, 3.369792], [-3.646554, 2.140453, 2.867921], [1.339907, -1.810292, 1.617209], [1.559388, -1.327407, -0.215478], [2.658081, -1.369538, -0.294262], [1.216799, -2.254557, -0.708417], [-0.337055, 4.518051, 1.989878], [1.029844, 4.414565, 1.307035], [2.075075, 4.291625, 2.417164], [1.281291, 5.684760, 0.502474], [1.031440, 2.457172, 0.236155], [3.165881, 2.285414, -0.366936], [3.815751, 1.543332, 0.804280], [3.923139, 3.578538, -0.646605], [3.264026, 1.385876, -1.599577], [0.057919, 2.999833, -1.681052], [-0.213621, 1.677181, -2.401301], [0.816036, 3.939320, -2.613010], [-1.293853, 3.623777, -1.329832], [-0.341052, 5.392953, 2.656618], [-0.565503, 3.636162, 2.589590], [-1.150024, 4.648732, 1.275973], [1.996563, 5.156808, 3.090692], [3.097575, 4.262371, 2.037005], [1.909803, 3.393605, 3.018341], [1.310818, 6.548267, 1.184577], [0.476582, 5.870346, -0.211039], [2.223259, 5.664949, -0.046182], [3.781287, 2.121631, 1.731257], [4.871801, 1.340899, 0.574342], [3.317154, 0.588106, 0.985540], [3.971412, 4.235242, 0.222534], [3.481236, 4.140903, -1.472274], [4.958284, 3.335519, -0.929568], [2.674882, 0.476291, -1.472114], [4.315455, 1.100432, -1.751061], [2.934588, 1.894472, -2.506766], [0.699389, 1.163013, -2.699273], [-0.811997, 1.868086, -3.303300], [-0.770426, 0.983292, -1.769700], [1.757865, 3.508687, -2.952507], [1.034137, 4.901262, -2.148368], [0.205935, 4.133946, -3.507704], [-1.840440, 3.030993, -0.591156], [-1.913104, 3.683187, -2.235572], [-1.185932, 4.637422, -0.940260], [-4.935468, -0.963384, -1.081294], [-4.447573, -1.222232, 0.256149], [-5.067178, -0.317899, 1.205093], [-4.677196, -2.608795, 0.655457], [-4.093153, -3.635307, -0.297786], [-4.945344, -4.641270, -0.751020], [-4.489112, -5.619098, -1.629735], [-3.175624, -5.546019, -2.066946], [-2.350216, -4.516581, -1.606549], [-2.737248, -3.523052, -0.686844], [-4.739921, 0.079386, -1.340983], [-6.026614, -1.139224, -1.163611], [-4.427079, -1.610469, -1.794607], [-4.820206, 0.714619, 0.961653], [-4.689545, -0.510660, 2.207193], [-6.169555, -0.431960, 1.211546], [-5.766949, -2.786008, 0.768955], [-4.232255, -2.729290, 1.649055], [-5.982444, -4.663360, -0.419492], [-5.151959, -6.406708, -1.973925], [-2.792551, -6.284126, -2.768117], [-1.338090, -4.493936, -2.011765], [2.216654, -8.618291, 0.477481], [3.138724, -6.963470, 0.622654], [4.512430, -7.023290, 0.817847], [5.241153, -5.851041, 0.932123], [4.592921, -4.626760, 0.851316], [3.222780, -4.572149, 0.656099], [2.476228, -5.744817, 0.538624], [0.432218, -5.528500, 0.207534], [4.998417, -7.987590, 0.878256], [6.312437, -5.899475, 1.083782], [5.148276, -3.701836, 0.940558], [2.716619, -3.615542, 0.599335]],
  "atomic_forces_ev_per_a": [[-0.10, -0.05, -0.07], [-0.04, 0.21, 0.06], [-0.04, 0.00, -0.01], [0.01, -0.03, -0.03], [-0.06, -0.17, 0.11], [0.03, -0.03, 0.00], [0.19, 0.07, 0.08], [-0.09, -0.13, 0.04], [0.00, 0.03, -0.02], [0.01, -0.01, 0.02], [0.08, 0.00, 0.00], [0.01, 0.02, 0.01], [0.02, 0.00, -0.01], [0.01, -0.01, 0.00], [-0.02, -0.04, 0.01], [-0.01, 0.01, -0.02], [0.00, -0.01, 0.02], [-0.01, 0.02, 0.00], [-0.02, 0.01, 0.00], [-0.04, 0.01, 0.02], [0.02, 0.00, 0.01], [0.00, -0.03, 0.00], [0.00, -0.01, 0.03], [0.00, 0.03, -0.01], [0.02, 0.14, -0.09], [-0.04, -0.01, -0.04], [-0.01, 0.00, 0.00], [-0.02, 0.01, 0.02], [0.00, 0.00, 0.00], [0.00, 0.00, 0.00], [0.01, 0.00, -0.01], [0.03, 0.00, -0.01], [0.01, -0.02, -0.02], [0.00, 0.00, 0.00], [0.00, 0.01, 0.00], [0.00, 0.00, -0.02], [0.00, 0.00, 0.01], [0.00, 0.00, 0.00], [-0.01, -0.01, 0.01], [0.00, 0.00, 0.00], [-0.01, 0.01, -0.02], [0.04, 0.00, 0.00], [0.01, 0.00, 0.00], [-0.03, 0.01, 0.00], [0.01, 0.00, -0.01], [0.00, 0.02, 0.03], [0.00, 0.00, 0.00], [0.00, 0.00, -0.01], [0.00, 0.01, 0.00], [0.00, 0.00, 0.02], [0.01, 0.01, 0.00], [0.00, -0.01, -0.01], [0.00, -0.02, -0.01], [0.01, -0.02, 0.01], [-0.01, 0.01, 0.01], [0.00, 0.01, 0.00], [0.01, 0.00, -0.01], [-0.01, 0.01, -0.01], [-0.01, 0.02, -0.01], [0.04, -0.08, -0.04], [0.00, 0.00, 0.00], [0.00, 0.00, 0.00], [0.00, 0.00, 0.00], [-0.01, 0.01, -0.01], [0.00, 0.00, 0.01], [0.00, 0.01, 0.00], [0.00, 0.00, 0.00], [0.00, 0.01, 0.01], [0.00, 0.00, 0.00], [0.00, 0.00, 0.00], [0.00, 0.00, 0.00], [0.01, -0.01, 0.00], [-0.01, -0.01, 0.00], [0.01, 0.01, 0.01], [0.01, 0.00, 0.01], [0.00, -0.02, 0.00], [-0.01, 0.01, 0.00], [0.03, -0.03, -0.01], [0.00, 0.01, 0.00], [-0.05, 0.03, -0.02], [0.00, 0.00, 0.00], [0.00, 0.00, 0.00], [0.00, 0.00, 0.00], [0.02, -0.02, 0.00]],
  "charge": -2,
  "max_force_ev_per_a": 0.2,
  "energy_ev": -156336.6296,
  "multiplicity": 1,
  "homo_lumo_gap_ha": 0.193,
  "relative_energy_kcal_mol": 1.8
}